(1)
{
  "formula": "C5H5OPS2",
  "method": "ωB97M-V/def2-TZVPD",
  "symbols": ["C", "C", "C", "C", "C", "O", "P", "S", "S", "H", "H", "H", "H", "H"],
  "coordinates": [[2.302, 1.379, -0.961], [1.530, 0.412, -1.008], [0.452, -1.111, 0.595], [-0.712, -0.799, 1.216], [0.480, -0.643, -0.859], [-0.831, -0.193, -1.245], [-1.810, 0.059, -0.009], [-3.582, -0.598, -0.220], [-1.625, 2.136, 0.907], [3.093, 2.067, -1.146], [1.417, -1.554, 0.935], [-1.147, -1.159, 2.203], [0.772, -1.563, -1.427], [-0.340, 1.567, 1.019]],
  "homo_lumo_gap_ev": 9.2640,
  "lumo_energy_ev": 0.17,
  "max_force_ev_per_a": 3.87,
  "total_charge": 0,
  "smiles": "C#C[C@H]1C=C[P@@](=S)(S)O1"
}

***

(2)
{
  "formula": "C40H124N10O17",
  "method": "ωB97M-V/def2-TZVPD",
  "symbols": ["O", "H", "H", "O", "H", "H", "O", "H", "H", "O", "H", "H", "O", "H", "H", "O", "H", "H", "O", "H", "H", "C", "C", "C", "O", "C", "N", "H", "H", "H", "H", "H", "H", "H", "H", "H", "H", "H", "C", "C", "C", "O", "C", "N", "H", "H", "H", "H", "H", "H", "H", "H", "H", "H", "H", "C", "C", "C", "O", "C", "N", "H", "H", "H", "H", "H", "H", "H", "H", "H", "H", "H", "C", "C", "C", "O", "C", "N", "H", "H", "H", "H", "H", "H", "H", "H", "H", "H", "H", "C", "C", "C", "O", "C", "N", "H", "H", "H", "H", "H", "H", "H", "H", "H", "H", "H", "C", "C", "C", "O", "C", "N", "H", "H", "H", "H", "H", "H", "H", "H", "H", "H", "H", "C", "C", "C", "O", "C", "N", "H", "H", "H", "H", "H", "H", "H", "H", "H", "H", "H", "C", "C", "C", "O", "C", "N", "H", "H", "H", "H", "H", "H", "H", "H", "H", "H", "H", "C", "C", "C", "O", "C", "N", "H", "H", "H", "H", "H", "H", "H", "H", "H", "H", "H", "C", "C", "C", "O", "C", "N", "H", "H", "H", "H", "H", "H", "H", "H", "H", "H", "H"],
  "coordinates": [[-2.809, -0.250, 5.579], [-3.316, -0.798, 6.189], [-1.967, -0.707, 5.467], [0.057, -3.721, -0.394], [-0.622, -4.353, -0.134], [-0.288, -3.331, -1.204], [0.636, 0.992, 5.416], [0.331, 0.099, 5.192], [-0.170, 1.481, 5.615], [-0.474, -1.566, 4.566], [0.220, -1.805, 5.196], [-0.432, -2.283, 3.891], [-0.467, -3.367, 2.539], [0.284, -3.421, 1.931], [-1.071, -4.063, 2.262], [-3.037, -1.864, -0.198], [-2.359, -1.552, -0.812], [-2.911, -2.821, -0.140], [-4.281, 0.497, 3.359], [-3.813, 0.394, 4.206], [-3.556, 0.416, 2.689], [-6.918, -2.260, -0.502], [-6.864, -1.384, 0.753], [-8.025, -1.661, 1.668], [-9.208, -1.243, 1.026], [-10.347, -1.491, 1.819], [-5.592, -1.624, 1.456], [-7.887, -2.108, -0.993], [-6.919, -3.338, -0.310], [-6.142, -1.995, -1.221], [-6.931, -0.352, 0.385], [-7.880, -1.044, 2.576], [-8.088, -2.710, 1.990], [-11.211, -1.141, 1.259], [-10.288, -0.939, 2.765], [-10.455, -2.566, 2.004], [-5.402, -0.840, 2.091], [-4.829, -1.558, 0.785], [1.110, 3.777, -1.721], [2.594, 3.412, -1.801], [3.140, 3.119, -0.404], [4.384, 2.471, -0.555], [4.910, 1.900, 0.606], [2.703, 2.208, -2.656], [0.571, 3.863, -2.665], [1.047, 4.709, -1.152], [0.557, 2.943, -1.264], [3.120, 4.239, -2.286], [2.408, 2.441, 0.064], [3.244, 4.050, 0.173], [4.153, 1.435, 1.246], [5.515, 2.594, 1.205], [5.565, 1.070, 0.325], [3.629, 1.791, -2.547], [2.085, 1.494, -2.276], [-3.493, -3.141, 3.597], [-4.484, -4.268, 3.453], [-5.723, -3.968, 4.282], [-6.663, -4.993, 4.064], [-7.753, -4.914, 4.923], [-4.815, -4.430, 1.997], [-3.997, -2.168, 3.629], [-2.820, -3.124, 2.742], [-2.944, -3.166, 4.546], [-4.075, -5.229, 3.780], [-6.153, -3.010, 3.953], [-5.489, -3.879, 5.352], [-8.409, -4.046, 4.715], [-7.478, -4.790, 5.979], [-8.366, -5.799, 4.768], [-5.257, -3.525, 1.711], [-5.667, -5.008, 2.042], [-0.657, 2.002, 1.526], [-0.922, 0.607, 1.022], [0.328, -0.220, 0.864], [1.147, 0.164, -0.202], [2.383, -0.501, -0.227], [-1.883, -0.091, 1.876], [0.022, 2.544, 0.871], [-0.261, 1.990, 2.547], [-1.620, 2.516, 1.601], [-1.398, 0.746, 0.039], [0.109, -1.306, 0.863], [0.896, -0.125, 1.817], [3.022, -0.254, 0.623], [2.829, -0.339, -1.207], [2.208, -1.596, -0.214], [-1.414, -0.435, 2.714], [-2.305, -0.885, 1.400], [-1.863, 6.027, 3.095], [-1.185, 6.911, 2.073], [-0.968, 6.127, 0.793], [-0.338, 6.838, -0.242], [0.877, 7.446, 0.095], [-2.057, 8.092, 1.853], [-1.859, 6.486, 4.083], [-1.380, 5.051, 3.210], [-2.905, 5.851, 2.816], [-0.234, 7.299, 2.436], [-1.928, 5.768, 0.410], [-0.406, 5.201, 1.021], [1.212, 7.972, -0.800], [1.689, 6.765, 0.391], [0.797, 8.202, 0.885], [-2.905, 7.763, 1.391], [-1.609, 8.682, 1.153], [6.618, -4.120, -3.147], [5.521, -5.105, -3.539], [4.228, -4.480, -3.974], [3.529, -3.902, -2.890], [2.284, -3.303, -3.153], [5.995, -5.895, -4.734], [7.494, -4.652, -2.778], [6.300, -3.495, -2.304], [6.846, -3.466, -3.988], [5.345, -5.825, -2.737], [3.586, -5.201, -4.491], [4.421, -3.648, -4.679], [1.783, -3.747, -4.019], [2.529, -2.268, -3.431], [1.693, -3.307, -2.244], [6.225, -6.840, -4.444], [6.895, -5.529, -5.033], [-5.097, 3.265, 1.506], [-4.744, 3.749, 0.119], [-4.512, 2.608, -0.868], [-3.901, 3.077, -2.045], [-2.489, 3.194, -2.001], [-5.805, 4.692, -0.339], [-5.201, 4.087, 2.210], [-4.303, 2.642, 1.943], [-5.967, 2.603, 1.533], [-3.849, 4.375, 0.223], [-5.477, 2.168, -1.129], [-3.897, 1.828, -0.390], [-2.257, 4.254, -2.134], [-2.070, 2.560, -2.782], [-2.048, 2.907, -1.038], [-5.419, 5.228, -1.120], [-6.522, 4.152, -0.832], [6.916, -2.070, 0.995], [7.300, -0.953, 1.978], [6.257, -0.828, 3.075], [5.006, -0.572, 2.503], [3.939, -0.878, 3.374], [8.623, -1.251, 2.570], [6.338, -2.853, 1.483], [7.796, -2.489, 0.511], [6.336, -1.641, 0.170], [7.356, 0.016, 1.481], [6.547, -0.002, 3.749], [6.253, -1.712, 3.732], [3.766, -1.960, 3.460], [3.017, -0.442, 2.983], [4.048, -0.407, 4.357], [8.498, -1.860, 3.379], [9.015, -0.406, 2.983], [-1.918, -2.756, -5.872], [-1.058, -1.621, -6.343], [-0.081, -1.135, -5.313], [-0.747, -0.780, -4.150], [0.055, -0.178, -3.176], [-0.328, -2.001, -7.594], [-2.646, -3.045, -6.631], [-2.496, -2.506, -4.979], [-1.301, -3.622, -5.604], [-1.684, -0.782, -6.663], [0.576, -0.359, -5.728], [0.618, -1.973, -5.100], [0.898, 0.406, -3.562], [0.425, -0.930, -2.469], [-0.509, 0.557, -2.594], [-0.479, -3.005, -7.706], [0.681, -1.985, -7.427], [8.517, 2.664, -3.208], [7.066, 2.348, -3.362], [6.696, 0.941, -2.896], [5.380, 0.675, -3.325], [5.090, -0.690, -3.332], [6.251, 3.397, -2.682], [9.147, 2.133, -3.927], [8.910, 2.338, -2.235], [8.688, 3.735, -3.284], [6.745, 2.370, -4.409], [6.838, 0.818, -1.813], [7.379, 0.250, -3.424], [5.136, -1.182, -2.359], [5.732, -1.156, -4.093], [4.099, -0.812, -3.776], [6.647, 3.586, -1.760], [5.386, 2.922, -2.427]],
  "homo_lumo_gap_ev": 8.4777,
  "lumo_energy_ev": -0.43,
  "max_force_ev_per_a": 1.79,
  "total_charge": 0
}

***

(3)
{
  "formula": "C4HBeLiO2",
  "method": "ωB97M-V/def2-TZVPD",
  "symbols": ["C", "C", "O", "O", "C", "C", "H", "Be", "Li"],
  "coordinates": [[0.091, -1.522, 0.231], [-0.194, -2.803, 0.256], [-0.436, -3.942, 0.178], [-0.557, 1.093, -0.445], [-0.470, 0.843, 0.858], [-0.195, -0.515, 1.186], [-0.059, -0.589, 2.292], [0.812, -0.574, -0.895], [0.235, 2.190, 0.346]],
  "homo_lumo_gap_ev": [6.2304, 6.0916],
  "lumo_energy_ev": [-6.74, -7.18],
  "max_force_ev_per_a": 6.34,
  "spin_multiplicity": 2,
  "total_charge": 1
}

***

(4)
{
  "formula": "C3H5O3PS",
  "method": "ωB97M-V/def2-TZVPD",
  "symbols": ["C", "C", "C", "O", "O", "O", "P", "S", "H", "H", "H", "H", "H"],
  "coordinates": [[-1.536, -0.394, 0.585], [-0.534, 0.376, 0.788], [-2.474, -0.094, -0.596], [3.701, 0.861, 0.060], [2.071, 0.187, -1.766], [0.304, 1.146, 0.959], [2.451, -0.019, -0.382], [1.923, -1.439, 0.739], [-2.409, -0.754, -1.453], [-3.532, -0.092, -0.149], [-2.189, 0.813, -0.951], [3.891, 0.642, 0.915], [-1.668, -1.231, 1.251]],
  "homo_lumo_gap_ev": 9.0416,
  "lumo_energy_ev": -0.08,
  "max_force_ev_per_a": 4.21,
  "total_charge": 0,
  "smiles": "O=P(O)=S.CC=C=O"
}

***

(5)
{
  "formula": "C19H43F6N5O22P2",
  "method": "ωB97M-V/def2-TZVPD",
  "symbols": ["C", "N", "O", "O", "H", "H", "H", "C", "N", "O", "O", "H", "H", "H", "C", "N", "O", "O", "H", "H", "H", "C", "N", "O", "O", "H", "H", "H", "C", "N", "O", "O", "H", "H", "H", "C", "O", "P", "O", "O", "C", "O", "C", "H", "H", "H", "H", "H", "H", "H", "H", "H", "C", "O", "P", "O", "O", "C", "O", "C", "H", "H", "H", "H", "H", "H", "H", "H", "H", "C", "C", "O", "C", "O", "C", "F", "F", "F", "H", "H", "H", "H", "H", "C", "C", "O", "C", "O", "C", "F", "F", "F", "H", "H", "H", "H", "H"],
  "coordinates": [[-3.706, 3.560, -1.352], [-4.987, 2.857, -1.538], [-6.001, 3.274, -0.949], [-4.967, 1.915, -2.312], [-3.894, 4.587, -1.036], [-3.168, 3.515, -2.299], [-3.235, 2.903, -0.620], [2.607, 1.175, 3.735], [3.753, 1.958, 4.262], [4.897, 1.692, 3.834], [3.500, 2.869, 5.025], [2.974, 0.627, 2.867], [1.864, 1.951, 3.555], [2.201, 0.551, 4.532], [-3.393, 0.968, 1.949], [-4.291, 0.267, 2.974], [-3.721, -0.299, 3.892], [-5.487, 0.369, 2.731], [-3.265, 0.305, 1.093], [-2.428, 1.078, 2.443], [-3.989, 1.837, 1.671], [-0.562, 0.928, 0.102], [0.937, 0.761, -0.171], [1.701, 0.703, 0.775], [1.295, 0.673, -1.321], [-1.089, 0.048, -0.267], [-0.891, 1.807, -0.452], [-0.644, 0.868, 1.187], [-2.225, -0.427, -4.371], [-1.803, 0.949, -4.188], [-1.578, 1.661, -5.178], [-1.739, 1.297, -3.020], [-1.519, -1.030, -3.800], [-2.140, -0.642, -5.436], [-3.259, -0.567, -4.056], [4.864, -4.516, 3.362], [4.667, -4.716, 1.944], [3.209, -4.331, 1.216], [3.175, -4.657, -0.201], [2.083, -5.071, 2.054], [1.977, -6.483, 1.999], [2.991, -2.719, 1.521], [4.069, -1.945, 1.099], [4.779, -5.448, 3.922], [4.005, -3.916, 3.661], [5.827, -4.072, 3.616], [2.792, -6.947, 1.445], [1.166, -6.812, 1.349], [1.899, -6.955, 2.979], [3.695, -1.425, 0.217], [4.933, -2.555, 0.838], [4.273, -1.185, 1.854], [0.751, 4.865, -0.199], [0.542, 4.080, 0.886], [-0.683, 4.396, 1.911], [-1.931, 3.730, 1.493], [-0.067, 4.056, 3.373], [0.942, 4.847, 3.976], [-0.879, 6.026, 1.864], [-1.983, 6.680, 2.617], [0.794, 4.143, -1.014], [1.728, 5.344, -0.121], [-0.048, 5.595, -0.334], [1.719, 4.589, 3.257], [1.191, 4.630, 5.015], [0.948, 5.936, 4.016], [-1.639, 7.500, 3.247], [-2.433, 5.998, 3.338], [-2.628, 7.205, 1.912], [-0.797, -2.653, 1.182], [-0.827, -4.127, 1.392], [-2.016, -4.793, 1.172], [-2.284, -5.904, 1.802], [-1.499, -6.581, 2.407], [-3.783, -6.276, 1.602], [-4.272, -6.345, 2.811], [-4.489, -5.343, 0.997], [-3.898, -7.459, 0.978], [-1.777, -2.254, 1.443], [-0.625, -2.479, 0.120], [-0.069, -2.100, 1.775], [-0.419, -4.386, 2.369], [-0.158, -4.644, 0.704], [0.573, 1.575, -8.263], [1.768, 0.653, -7.986], [1.956, 0.469, -6.510], [1.241, -0.471, -5.853], [0.485, -1.272, -6.485], [1.627, -0.632, -4.418], [2.349, 0.408, -3.974], [0.628, -0.883, -3.612], [2.374, -1.749, -4.293], [0.614, 1.834, -9.321], [0.687, 2.523, -7.738], [-0.351, 1.222, -7.805], [2.661, 1.130, -8.388], [1.827, -0.317, -8.480]],
  "homo_lumo_gap_ev": 10.5828,
  "lumo_energy_ev": -0.19,
  "max_force_ev_per_a": 6.74,
  "total_charge": 0,
  "smiles": "CCOC(=O)C(F)(F)F.CCOC(=O)C(F)(F)F.COP(=O)(OC)OC.COP(=O)(OC)OC.C[N+](=O)[O-].C[N+](=O)[O-].C[N+](=O)[O-].C[N+](=O)[O-].C[N+](=O)[O-]"
}

***

Total energy for every record listed, in sequence, given in eV: -38270.756, -93195.261, -8853.408, -29458.459, -107766.648.